# C20H39NO2P2PdS3

A structure of composition C20H39NO2P2PdS3 (ωB97M-V/def2-TZVPD, the Open Molecules 2025 dataset).

Structure (XYZ):
```
68
Properties=species:S:1:pos:R:3:forces:R:3
Pd -0.187 0.280 0.767 0.1 0.0 0.2
S -0.455 1.553 3.011 0.0 0.0 -0.1
C -0.429 3.185 2.476 0.0 0.1 0.0
C -0.517 4.255 3.412 0.0 0.0 0.0
C -0.532 5.558 2.982 0.0 0.0 0.0
C -0.451 5.831 1.613 0.0 0.0 0.0
C -0.348 4.740 0.768 0.0 0.0 0.0
N -0.329 3.469 1.157 -0.1 0.1 0.0
H -0.582 4.010 4.464 0.0 0.0 0.0
H -0.610 6.368 3.702 0.0 0.0 0.0
H -0.468 6.841 1.224 0.0 0.0 0.0
H -0.274 4.897 -0.307 0.0 0.0 0.0
C 1.630 0.384 -2.322 0.0 0.0 0.0
C 2.490 -0.470 -1.389 0.0 -0.1 0.1
C 3.963 -0.336 -1.784 0.0 0.0 0.0
P 1.940 -0.204 0.404 0.0 0.1 -0.4
C 3.122 1.066 1.118 -0.1 -0.1 0.2
C 2.929 2.395 0.387 0.0 0.0 0.0
C 4.601 0.761 1.353 0.0 0.0 0.0
C 2.495 -1.802 1.215 -0.1 0.0 0.2
C 3.786 -2.491 0.774 0.0 0.0 0.0
C 1.339 -2.807 1.132 0.0 -0.1 -0.1
H 1.804 0.103 -3.367 0.0 0.0 0.0
H 1.877 1.444 -2.213 0.0 0.0 0.0
H 0.572 0.265 -2.090 0.0 0.0 0.0
H 2.189 -1.516 -1.547 0.0 0.0 0.0
H 4.290 0.704 -1.720 0.0 0.0 0.0
H 4.101 -0.648 -2.827 0.0 0.0 0.0
H 4.630 -0.935 -1.167 0.0 0.0 0.0
H 2.652 1.199 2.102 0.0 0.0 0.0
H 3.443 2.403 -0.579 0.0 0.0 0.0
H 3.333 3.220 0.984 0.0 0.0 0.0
H 1.865 2.587 0.229 0.0 0.0 0.0
H 5.140 0.575 0.422 0.0 0.0 0.0
H 4.740 -0.102 2.007 0.0 0.0 0.0
H 5.077 1.619 1.841 0.0 0.0 0.0
H 2.593 -1.504 2.267 0.0 0.0 0.0
H 3.703 -2.824 -0.264 0.0 0.0 0.0
H 3.957 -3.387 1.383 0.0 0.0 0.0
H 4.668 -1.858 0.855 0.0 0.0 0.0
H 1.307 -3.266 0.137 0.0 0.0 0.0
H 0.370 -2.325 1.290 0.1 0.0 0.1
H 1.475 -3.615 1.861 0.0 0.0 0.0
C -3.317 -3.345 0.827 0.0 0.0 0.0
C -3.881 -2.170 1.612 0.0 0.0 0.1
C -2.888 -1.616 2.620 -0.1 0.0 0.0
O -4.370 -1.077 0.813 0.0 -0.1 -0.1
P -3.892 -0.654 -0.689 0.1 0.0 0.1
S -4.791 -1.766 -2.054 0.0 0.0 0.0
S -1.898 -0.545 -0.810 -0.2 0.0 -0.1
O -4.632 0.781 -0.758 -0.1 -0.1 0.0
C -4.722 1.811 0.236 0.1 0.1 0.0
C -5.914 1.554 1.148 0.0 0.0 0.0
C -3.438 2.046 1.006 -0.1 0.0 0.0
H -3.122 -4.162 1.528 0.0 0.0 0.0
H -2.386 -3.068 0.334 0.0 0.0 0.0
H -4.021 -3.681 0.067 0.0 0.0 0.0
H -4.777 -2.521 2.138 0.0 0.0 0.0
H -2.107 -1.068 2.090 0.1 -0.1 0.0
H -2.440 -2.424 3.206 0.0 0.0 0.0
H -3.375 -0.915 3.301 0.0 0.0 0.0
H -4.941 2.705 -0.359 0.0 0.0 0.0
H -5.739 0.662 1.748 0.0 0.0 0.0
H -6.821 1.406 0.558 0.0 0.0 0.0
H -6.057 2.410 1.813 0.0 0.0 0.0
H -3.206 1.218 1.675 0.0 0.0 0.0
H -3.539 2.954 1.608 0.0 0.0 0.0
H -2.587 2.168 0.338 0.0 0.0 0.0
```
Positions in Å, forces in eV/Å.

Results
Spin multiplicity = 1
E_HOMO = -0.1 eV
Charge = -2
Relative energy (zero: lowest compared OMol25 entry of this formula, charge and spin) = 0.219 eV
Molecular weight = 590.11 u
LUMO level = 4.67 eV